No. 1
DFT (the ωB97M-V functional and the def2-TZVPD basis) results for a molecular structure, C27H36AsF6N5O in a non-equilibrium geometry.

Last column: Löwdin charge in e.
CARTESIAN COORDINATES (ANGSTROEM)
C 3.983 0.025 -5.679  0.037
C 2.916 1.079 -5.814  -0.397
O 2.409 1.403 -6.825  0.230
N 2.395 1.653 -4.505  0.078
H 1.611 2.282 -4.744  0.133
H 2.056 0.909 -3.895  0.151
C 3.433 2.471 -3.803  0.027
H 4.754 0.264 -4.955  0.082
H 4.431 0.041 -6.679  0.117
H 3.609 -0.998 -5.722  0.107
H 4.330 1.906 -3.569  0.100
H 3.061 2.683 -2.801  0.063
H 3.555 3.415 -4.321  0.128
C -6.903 -2.684 2.940  0.047
N -6.064 -2.943 1.748  -0.074
C -5.142 -3.931 1.833  0.032
C -4.176 -4.045 0.865  0.057
C -4.228 -3.209 -0.254  -0.134
C -5.266 -2.296 -0.374  0.069
C -6.137 -2.131 0.685  0.036
C -3.113 -3.222 -1.252  -0.128
C -2.137 -2.211 -1.304  0.060
C -1.164 -2.366 -2.261  -0.005
N -1.181 -3.378 -3.151  -0.060
C -2.058 -4.381 -3.036  0.032
C -3.007 -4.363 -2.033  0.059
C -0.370 -3.296 -4.378  0.045
H -7.650 -3.461 3.095  0.124
H -7.417 -1.741 2.780  0.106
H -6.298 -2.617 3.840  0.113
H -5.153 -4.450 2.781  0.158
H -3.435 -4.832 0.903  0.145
H -5.262 -1.548 -1.157  0.149
H -6.748 -1.249 0.821  0.157
H -2.197 -1.398 -0.599  0.138
H -0.422 -1.626 -2.528  0.120
H -1.892 -5.303 -3.577  0.162
H -3.727 -5.166 -1.975  0.150
H 0.628 -2.947 -4.143  0.106
H -0.882 -2.670 -5.109  0.122
H -0.379 -4.265 -4.874  0.111
C 3.753 1.435 8.696  0.062
N 3.329 1.669 7.293  -0.062
C 4.109 2.360 6.453  0.036
C 3.796 2.488 5.116  0.058
C 2.599 1.952 4.637  -0.101
C 1.876 1.143 5.507  0.051
C 2.211 1.070 6.840  0.038
C 2.193 2.218 3.215  -0.095
C 0.888 2.051 2.775  0.055
C 0.519 2.381 1.478  0.033
N 1.451 2.771 0.604  -0.058
C 2.730 2.905 0.997  0.015
C 3.135 2.668 2.288  0.059
C 1.098 3.374 -0.716  0.054
H 3.425 0.468 9.063  0.115
H 3.361 2.213 9.351  0.125
H 4.838 1.495 8.709  0.114
H 4.883 2.973 6.898  0.167
H 4.371 3.196 4.540  0.133
H 0.934 0.701 5.213  0.128
H 1.672 0.465 7.554  0.160
H 0.127 1.578 3.380  0.129
H -0.515 2.299 1.177  0.158
H 3.422 3.386 0.319  0.158
H 4.182 2.809 2.507  0.135
H 0.030 3.507 -0.837  0.115
H 1.550 2.766 -1.491  0.065
H 1.632 4.322 -0.739  0.118
As -1.231 1.148 -4.000  0.752
F -0.474 1.176 -2.367  -0.312
F -0.005 -0.043 -4.475  -0.275
F -1.876 1.044 -5.565  -0.185
F -2.387 2.304 -3.522  -0.204
F -0.161 2.464 -4.451  -0.250
F -2.227 -0.161 -3.425  -0.246

The value obtained for the HOMO-LUMO gap is 8.218 eV. Its energy above the lowest of the compared OMol25 structures with the same formula, charge and spin is 25.1 kJ/mol. Its net charge is +4.

=====

No. 2
DFT (the ωB97M-V functional and the def2-TZVPD basis) results for a molecular structure, C27H36B2F4N11O4V in a non-equilibrium geometry.

Last column: Mulliken spin population.
CARTESIAN COORDINATES (ANGSTROEM)
V 0.516 -0.709 -0.603  1.145
C 1.840 0.914 -3.449  0.001
C 0.482 1.242 -2.934  0.008
C -0.429 2.137 -3.473  0.000
C -1.509 2.148 -2.607  0.008
N -1.256 1.331 -1.588  -0.015
N -0.047 0.741 -1.791  -0.019
B -2.148 0.897 -0.382  0.010
N -2.436 -0.600 -0.541  0.012
C -3.550 -1.274 -0.829  -0.004
C -3.243 -2.615 -0.948  0.002
C -1.878 -2.712 -0.735  0.004
C -1.077 -3.966 -0.732  0.003
N -1.376 -1.478 -0.486  -0.050
N -1.258 1.040 0.889  -0.003
C -1.518 1.679 2.028  0.010
C -0.434 1.529 2.874  0.000
C 0.484 0.752 2.178  0.002
C 1.829 0.345 2.673  0.009
N -0.038 0.443 0.967  -0.027
N -3.332 1.807 -0.276  -0.004
C -3.285 3.165 -0.172  0.001
C -4.570 3.620 -0.083  -0.001
C -5.372 2.455 -0.139  0.000
C -6.862 2.357 -0.084  0.000
N -4.621 1.376 -0.253  0.000
H 1.777 0.667 -4.506  0.000
H 2.287 0.063 -2.948  0.001
H 2.491 1.784 -3.341  0.001
H -0.315 2.703 -4.381  0.000
H -2.437 2.696 -2.650  -0.001
H -4.482 -0.742 -0.910  0.000
H -3.918 -3.423 -1.166  0.000
H -1.222 -4.492 -1.672  0.000
H -1.441 -4.612 0.068  0.000
H -0.020 -3.778 -0.593  -0.001
H -2.444 2.214 2.158  0.000
H -0.311 1.944 3.859  0.000
H 2.088 0.960 3.533  0.001
H 2.605 0.483 1.927  -0.001
H 1.825 -0.694 2.998  0.000
H -2.347 3.697 -0.166  0.000
H -4.899 4.641 0.011  0.000
H -7.310 3.347 -0.022  0.000
H -7.181 1.783 0.786  0.000
H -7.250 1.860 -0.972  0.000
N 1.646 -2.567 0.716  0.009
C 1.962 -3.977 1.059  0.004
C 1.582 -4.401 2.472  -0.001
C 0.089 -4.562 2.796  0.000
C -0.531 -3.446 3.621  -0.001
N -0.559 -2.181 2.875  0.004
H 2.477 -2.167 0.299  0.003
H 1.453 -2.059 1.576  0.006
H 3.044 -4.097 0.970  0.000
H 1.514 -4.651 0.326  -0.001
H 2.057 -3.718 3.186  0.000
H 2.069 -5.366 2.623  0.000
H -0.058 -5.491 3.349  0.000
H -0.479 -4.680 1.868  0.000
H 0.064 -3.288 4.523  0.000
H -1.529 -3.759 3.947  0.000
H -0.910 -1.440 3.475  0.000
H -1.221 -2.252 2.107  0.001
O 4.282 -0.712 -0.235  -0.008
C 3.482 0.164 -0.348  -0.006
O 2.148 -0.164 -0.490  -0.116
C 3.747 1.619 -0.377  0.000
C 2.715 2.546 -0.506  -0.004
C 3.007 3.898 -0.523  -0.001
C 4.329 4.285 -0.409  0.000
C 5.371 3.385 -0.279  0.001
C 5.071 2.035 -0.262  -0.001
N 4.641 5.736 -0.424  0.000
O 5.806 6.051 -0.351  0.000
O 3.703 6.500 -0.496  0.000
H 1.689 2.216 -0.590  0.016
H 2.238 4.650 -0.620  0.000
H 6.385 3.747 -0.196  0.000
H 5.854 1.295 -0.164  0.000
F 0.936 -1.740 -4.430  0.001
B 0.012 -2.210 -3.569  0.001
F -0.163 -3.542 -3.546  0.000
F -1.114 -1.457 -3.435  0.001
F 0.788 -1.928 -2.054  0.000

The value obtained for the HOMO-LUMO gap (alpha / beta) is 6.481 / 7.118 eV. Its energy above the lowest of the compared OMol25 structures with the same formula, charge and spin is 32.0 kJ/mol. Its net charge is +1. As for the spin multiplicity: 2.

=====

No. 3
DFT (the ωB97M-V functional and the def2-TZVPD basis) results for a molecular structure, C27H36BrF6N5O4PS2V in a non-equilibrium geometry.

Last column: Mulliken spin population.
CARTESIAN COORDINATES (ANGSTROEM)
V 0.861 1.360 -1.647  2.085
F 1.186 6.453 -2.235  0.001
C 1.138 5.788 -1.093  0.000
F 2.323 5.827 -0.494  0.000
F 0.212 6.317 -0.302  0.000
S 0.758 4.017 -1.374  0.059
O 0.529 3.395 -0.081  0.006
O 1.900 3.426 -2.076  -0.005
N -0.553 4.134 -2.268  -0.014
S -1.029 2.780 -2.941  0.056
O -1.860 1.944 -2.110  0.002
O 0.076 2.033 -3.577  -0.024
C -2.083 3.407 -4.299  0.004
F -3.100 4.087 -3.791  0.000
F -2.533 2.346 -4.959  0.000
F -1.389 4.182 -5.117  0.000
Br 3.536 1.307 -0.227  0.026
C 3.940 -0.316 -1.107  -0.034
C 5.076 -0.935 -0.675  0.001
C 5.469 -2.157 -1.264  -0.001
C 4.712 -2.698 -2.256  0.000
C 3.531 -2.056 -2.710  0.001
C 2.765 -2.651 -3.748  0.004
C 1.641 -2.040 -4.204  0.007
C 1.223 -0.815 -3.631  -0.051
C 1.890 -0.198 -2.601  0.015
C 3.099 -0.825 -2.142  -0.094
H 5.670 -0.491 0.112  -0.001
H 6.373 -2.647 -0.925  0.000
H 5.002 -3.634 -2.718  0.000
H 3.102 -3.592 -4.168  0.000
H 1.062 -2.487 -5.005  -0.001
H 0.325 -0.360 -4.037  0.004
N 0.399 0.298 -0.379  -0.146
P -0.564 -0.322 0.689  0.055
N 0.264 -1.480 1.511  -0.001
C -0.319 -2.217 2.633  -0.002
C 0.559 -2.126 3.879  0.000
C 1.998 -2.532 3.569  0.000
C 2.546 -1.738 2.387  0.003
C 1.632 -1.892 1.184  -0.020
N -1.933 -0.917 -0.013  0.009
C -1.833 -1.494 -1.368  0.004
C -3.221 -1.841 -1.879  0.004
C -3.890 -2.911 -1.008  0.000
C -3.531 -2.717 0.477  0.000
C -3.144 -1.271 0.743  0.001
N -1.165 0.696 1.854  -0.009
C -2.160 1.713 1.450  0.010
C -2.906 2.212 2.678  -0.005
C -1.934 2.795 3.700  0.001
C -0.832 1.791 4.025  -0.002
C -0.163 1.306 2.749  -0.003
H -0.426 -3.271 2.343  0.000
H -1.316 -1.837 2.848  0.000
H 0.138 -2.768 4.657  0.000
H 0.536 -1.102 4.262  0.000
H 2.017 -3.599 3.314  0.000
H 2.629 -2.408 4.451  0.000
H 3.552 -2.073 2.122  0.000
H 2.618 -0.675 2.642  -0.001
H 1.608 -2.948 0.879  0.003
H 1.978 -1.315 0.333  0.022
H -1.206 -2.396 -1.360  0.002
H -1.351 -0.779 -2.030  0.019
H -3.144 -2.181 -2.913  0.000
H -3.822 -0.928 -1.895  0.000
H -3.573 -3.904 -1.337  0.000
H -4.973 -2.871 -1.145  0.000
H -2.683 -3.352 0.748  0.000
H -4.364 -3.004 1.121  0.000
H -2.972 -1.090 1.801  0.000
H -3.969 -0.610 0.452  0.000
H -2.840 1.286 0.719  0.003
H -1.644 2.550 0.963  0.002
H -3.457 1.376 3.121  0.000
H -3.639 2.962 2.371  0.000
H -2.460 3.097 4.607  0.000
H -1.477 3.698 3.279  0.000
H -1.260 0.928 4.548  0.000
H -0.083 2.235 4.684  0.000
H 0.610 0.574 2.967  0.001
H 0.316 2.149 2.236  -0.001

The value obtained for the HOMO-LUMO gap (alpha / beta) is 7.981 / 8.162 eV. Its energy above the lowest of the compared OMol25 structures with the same formula, charge and spin is 78.3 kJ/mol. As for the spin multiplicity: 3.